Formula: C30H25B3F12Mn2N5O10
Source: the Open Molecules 2025 dataset
Level of theory: the ωB97M-V functional and the def2-TZVPD basis

Cartesian coordinates (Å):
1 Mn -11.498 -7.496 -23.225
2 Mn -16.203 -10.100 -22.406
3 B -13.944 -9.971 -23.473
4 F -13.275 -11.138 -23.651
5 F -13.165 -8.834 -23.891
6 F -15.176 -9.896 -24.144
7 F -14.160 -9.746 -22.107
8 B -9.873 -8.943 -21.892
9 F -9.587 -7.860 -22.758
10 F -9.352 -8.765 -20.645
11 F -11.289 -8.863 -21.841
12 F -9.591 -10.180 -22.442
13 B -17.999 -11.142 -23.544
14 F -19.021 -11.661 -24.314
15 F -16.794 -11.767 -23.649
16 F -17.788 -9.737 -23.655
17 F -18.393 -11.195 -22.197
18 C -11.346 -13.325 -18.564
19 C -12.436 -14.115 -18.207
20 C -13.638 -14.035 -18.856
21 C -13.797 -13.096 -19.896
22 C -12.708 -12.300 -20.257
23 C -11.490 -12.391 -19.580
24 N -15.065 -13.013 -20.581
25 O -15.798 -13.961 -20.641
26 O -15.388 -11.909 -21.066
27 H -10.380 -13.427 -18.089
28 H -12.306 -14.753 -17.343
29 H -14.501 -14.574 -18.490
30 H -12.728 -11.715 -21.163
31 H -10.717 -11.711 -19.897
32 C -9.755 -7.154 -29.688
33 C -10.789 -8.069 -29.840
34 C -11.200 -8.752 -28.716
35 C -10.688 -8.448 -27.457
36 C -9.570 -7.599 -27.299
37 C -9.191 -6.902 -28.436
38 N -11.202 -9.172 -26.296
39 O -10.725 -8.828 -25.212
40 O -12.082 -9.975 -26.430
41 H -9.484 -6.509 -30.514
42 H -11.318 -8.180 -30.775
43 H -11.899 -9.573 -28.819
44 H -9.062 -7.339 -26.384
45 H -8.415 -6.152 -28.374
46 C -17.907 -3.947 -27.236
47 C -18.128 -5.311 -27.141
48 C -17.538 -5.972 -26.056
49 C -16.904 -5.237 -25.075
50 C -16.816 -3.850 -25.133
51 C -17.252 -3.183 -26.267
52 N -16.341 -5.948 -23.939
53 O -15.902 -7.064 -24.127
54 O -16.397 -5.411 -22.867
55 H -18.317 -3.266 -27.978
56 H -18.826 -5.813 -27.793
57 H -17.712 -7.036 -25.967
58 H -16.230 -3.333 -24.383
59 H -17.069 -2.122 -26.318
60 C -15.080 -6.541 -29.331
61 C -14.225 -5.419 -29.402
62 C -13.243 -5.309 -28.446
63 C -13.298 -6.054 -27.254
64 C -14.139 -7.160 -27.244
65 C -15.016 -7.435 -28.271
66 N -12.365 -5.797 -26.194
67 O -12.301 -6.648 -25.315
68 O -11.818 -4.733 -26.205
69 H -15.611 -6.724 -30.258
70 H -14.170 -4.833 -30.308
71 H -12.477 -4.555 -28.577
72 H -14.249 -7.785 -26.362
73 H -15.511 -8.385 -28.411
74 C -11.636 -13.869 -23.949
75 C -11.114 -13.094 -24.990
76 C -9.947 -13.507 -25.623
77 C -9.301 -14.638 -25.223
78 C -9.776 -15.395 -24.160
79 C -10.991 -15.051 -23.601
80 N -8.101 -15.122 -25.924
81 O -7.208 -15.606 -25.274
82 O -8.117 -14.981 -27.130
83 H -12.621 -13.641 -23.566
84 H -11.672 -12.238 -25.338
85 H -9.587 -12.881 -26.430
86 H -9.301 -16.332 -23.903
87 H -11.472 -15.740 -22.918

Results
Multiplicity: 11
Expectation value of S²: 30.004
Calculated total energy (eV): -156719.621
Net charge: +1
Relative energy (zero: lowest compared OMol25 entry of this formula, charge and spin) (kcal per mole): 35.0
Molecular weight (Da): 985.84